85
Properties=species:S:1:pos:R:3:forces:R:3 method="wB97M-V/def2-TZVPD" lumo_ev=0.160 e_homo_ev=-9.315 e_tot_ev=-58361.33287
Li -0.704190 -0.448542 -4.128782 0.356 0.060 0.798
Li 0.533478 -2.552622 1.415012 0.037 0.017 0.406
S -0.150782 -0.307255 -0.643837 1.792 0.675 1.016
O -1.395084 0.105869 0.000533 -1.023 0.340 -0.297
O -0.294899 -0.576186 -2.056896 -0.494 0.466 -1.882
O 0.881480 0.802661 -0.400603 -1.015 -1.639 -0.838
O 0.261776 -1.598895 -0.036979 0.396 0.204 0.266
O 2.043786 -1.769482 2.491532 -0.470 -0.258 -0.095
H 2.338561 -0.856993 2.216959 -0.012 -0.104 -0.010
H 2.823083 -2.296224 2.666442 0.230 0.061 0.062
O 0.334880 2.431620 -3.583386 -0.628 -0.257 -1.044
H -0.431211 2.570084 -3.029404 -0.421 -0.066 0.246
H 1.059658 2.547208 -2.994657 1.030 0.055 0.772
O 1.102508 -0.716790 -5.011703 -1.405 0.924 -0.164
H 1.788257 -1.365496 -5.065852 0.621 -0.447 0.236
H 1.473106 0.082571 -4.611042 0.499 -0.225 0.182
O -3.675192 0.306901 -1.971950 -0.989 0.502 -1.058
H -2.982575 0.119468 -1.340573 0.669 0.306 0.770
H -4.129392 1.124732 -1.703345 0.585 -0.427 0.210
C 3.221051 -2.280916 -2.569103 0.792 0.225 -0.753
C 3.631762 -0.901563 -2.087414 1.078 -0.398 1.464
C 5.134855 -0.656344 -2.287122 -0.472 -0.028 -0.656
O 2.900531 0.169272 -2.680148 -0.170 -0.146 0.182
H 2.244494 -2.384638 -2.146519 -1.053 -0.626 -0.639
H 3.847722 -3.071335 -2.145681 0.068 0.260 0.232
H 3.367633 -2.395216 -3.672552 -0.697 0.142 0.684
H 3.353412 -0.921796 -1.012297 0.437 0.237 -0.287
H 5.813170 -1.485257 -2.063988 -0.462 -0.154 0.040
H 5.518082 0.203000 -1.768831 -0.063 0.519 0.320
H 5.201659 -0.434368 -3.350480 0.400 0.008 -0.234
H 2.269274 0.442261 -1.988154 -0.140 0.054 -0.322
C -3.274615 4.952811 0.526514 -0.141 0.616 -0.884
C -2.076505 4.015977 0.349946 0.193 0.551 -1.266
C -1.229533 3.899457 1.536891 1.782 1.089 0.805
O -2.431736 2.707701 -0.104881 -0.446 0.706 -0.087
H -3.688842 5.094627 -0.500840 -0.203 -0.133 0.864
H -2.993484 6.003552 0.867822 -0.029 -1.501 -0.279
H -4.033194 4.546021 1.214079 0.253 0.089 -0.320
H -1.397338 4.477792 -0.420054 -0.687 -0.153 0.253
H -0.984028 4.944067 1.847216 0.325 -0.835 -0.055
H -0.323417 3.325969 1.264252 -0.095 0.431 0.293
H -1.659684 3.412835 2.377201 -0.778 -0.516 0.676
H -1.665063 2.153691 0.098713 -0.255 -0.397 -0.212
C 4.428349 1.583010 2.860299 -1.327 0.337 -0.518
C 3.380234 1.759462 1.722702 0.892 -0.127 -0.591
C 3.972392 1.937837 0.350115 1.277 0.636 -0.925
O 2.553335 0.625354 1.563908 -0.578 -0.563 0.767
H 3.856376 1.303558 3.744714 0.188 0.007 0.218
H 4.921135 2.544507 3.042411 -0.077 -0.202 -0.035
H 5.175310 0.828937 2.668306 0.180 -0.306 -0.272
H 2.790406 2.642172 1.976715 -0.235 0.025 0.084
H 4.686303 2.741217 0.207032 0.160 0.528 0.498
H 3.253181 2.105393 -0.432033 -0.839 0.134 -0.045
H 4.520127 1.079113 -0.021904 0.046 -0.582 0.496
H 1.919443 0.717025 0.780923 0.344 0.082 0.510
C -2.938111 -3.329494 3.618726 2.522 -0.220 0.967
C -1.423881 -3.622090 3.419476 0.179 -0.331 -1.544
C -0.957230 -4.955150 3.983354 -1.662 0.684 1.199
O -0.974280 -3.730419 1.996313 -0.410 0.506 0.257
H -2.996045 -3.089929 4.688303 -0.355 -0.307 -0.087
H -3.527135 -4.199612 3.379349 -0.408 -0.052 -0.225
H -3.167881 -2.418782 3.129880 -0.660 0.686 -0.890
H -0.793974 -2.767487 3.731271 -0.558 -0.426 0.491
H 0.117524 -4.935066 3.951938 0.334 -0.667 0.267
H -1.431731 -5.755645 3.429244 0.403 -0.159 -0.653
H -1.423864 -5.126555 4.976389 0.938 0.352 -0.023
H -1.700734 -3.927327 1.369287 0.102 0.233 0.292
C -2.848672 1.241781 -5.448742 -0.320 0.940 -0.354
O -2.366653 0.444974 -4.418141 0.089 -0.838 1.256
H -3.847360 0.939252 -5.803663 0.538 -0.219 -0.200
H -2.937222 2.298827 -5.173702 0.037 -0.043 0.283
H -2.050164 1.204898 -6.172180 -0.301 -0.023 -0.888
H -2.955938 0.439346 -3.629297 0.129 0.017 0.078
C -1.389700 0.487137 3.385370 0.269 -0.733 0.390
O -2.456357 0.365892 2.479025 0.190 -0.165 -1.113
H -1.542771 -0.221181 4.222223 -0.133 0.255 -0.207
H -0.389119 0.211624 2.988176 -0.482 0.417 -0.168
H -1.380101 1.486938 3.817516 0.311 0.169 0.014
H -2.126832 0.394075 1.535169 -0.181 -0.127 1.317
C -3.589453 -2.413242 -0.293338 -1.029 0.531 1.525
O -2.402219 -3.159059 -0.259211 0.313 -0.036 0.153
H -3.741459 -1.715006 0.564825 0.516 -0.520 -0.188
H -3.736399 -1.790157 -1.141091 0.253 0.168 -1.098
H -4.419064 -3.096819 -0.237297 -0.307 -0.457 -0.113
H -1.683224 -2.549540 -0.048400 0.253 0.169 -0.319

106
Properties=species:S:1:pos:R:3:forces:R:3 method="wB97M-V/def2-TZVPD" lumo_ev=0.818 total_charge=-1 e_homo_ev=-6.334 e_tot_ev=-84384.96489
Li -1.691654 1.758860 3.647819 -0.114 -0.558 0.147
C -0.195594 0.846280 -1.277181 -2.897 2.526 2.513
C -1.179354 1.365330 -0.342271 1.738 -1.708 -2.152
C -1.375884 0.626270 1.031439 4.369 -1.648 -1.806
O -2.004904 1.210700 1.882169 -1.513 0.519 1.778
C -0.491554 -0.573140 1.256189 -3.034 2.816 -0.611
C 0.376866 -1.020950 0.267539 1.766 -2.200 1.425
C 0.515946 -0.244980 -0.999041 3.280 -1.769 -4.490
O 1.272796 -0.607680 -2.032221 -0.794 -0.684 3.479
O 1.156156 -2.019260 0.494469 -0.761 1.487 -0.588
O -1.853324 2.322830 -0.713481 -1.415 0.029 0.182
H -0.071444 1.312240 -2.243551 -0.058 0.175 0.076
H -0.662114 -1.048730 2.210709 0.490 -0.315 0.144
C -3.576324 -2.846810 1.661029 0.343 -2.734 0.308
O -4.434424 -3.667370 1.902489 -1.388 -0.375 -0.086
N -3.529724 -1.608000 2.064529 -0.814 3.643 1.310
N -2.412384 -3.151990 1.081239 1.247 -0.632 -1.028
H -4.292554 -1.203590 2.588579 0.229 0.087 -0.133
H -2.663814 -1.113250 1.904749 -0.812 0.311 0.369
H -2.286334 -4.045180 0.626909 0.235 0.488 0.154
H -1.787454 -2.359600 1.040169 0.602 -1.030 -0.881
C -5.546704 1.827260 1.436869 -0.936 -0.955 3.830
O -5.670814 1.390060 2.606299 0.700 0.324 -1.277
N -4.583584 1.548840 0.602459 1.768 -1.291 -1.162
N -6.407014 2.677660 0.932859 -2.479 1.975 -0.939
H -4.549074 2.132030 -0.221431 0.984 -0.283 0.323
H -3.777574 1.169520 1.078429 0.286 0.173 -0.766
H -7.083964 3.095240 1.555319 0.001 -0.204 -0.501
H -6.377794 2.850130 -0.061881 -0.456 0.423 0.460
C 2.455746 1.017570 3.438879 -1.264 0.966 0.406
O 1.786916 0.674600 4.358589 -1.922 -1.801 4.656
N 3.145116 2.102840 3.369069 2.685 3.481 0.595
N 2.274836 0.557440 2.270859 -0.584 -3.457 -4.403
H 3.191426 2.702960 4.180129 0.291 0.165 -0.612
H 3.217846 2.317070 2.384729 1.217 1.729 0.676
H 1.638306 -0.225210 2.221989 0.240 0.120 -0.837
H 2.814506 0.973010 1.525099 -0.188 -0.907 -0.733
C -2.309024 -2.041770 -2.907681 0.604 -1.700 -1.432
O -3.071534 -2.743770 -3.534671 -0.952 -1.005 -0.053
N -1.092244 -2.462450 -2.484981 0.377 -0.787 0.538
N -2.514474 -0.754450 -2.719211 -0.562 2.707 0.974
H -0.854774 -3.401970 -2.769601 0.191 0.408 -0.021
H -0.370544 -1.778570 -2.307351 0.388 -0.421 -0.252
H -3.475014 -0.444320 -2.683271 0.221 -0.070 -0.190
H -1.860334 -0.333580 -2.074971 -0.313 0.417 0.050
C 3.876236 -3.327700 -2.850821 0.373 3.513 -2.431
O 4.009426 -2.399320 -3.664621 0.036 -1.220 0.174
N 4.388606 -4.518480 -2.916151 3.156 -3.602 -3.164
N 3.239016 -3.277780 -1.736401 -2.318 1.343 4.592
H 4.508656 -5.135800 -2.125831 -0.136 0.074 -0.591
H 4.939526 -4.630890 -3.755161 0.263 -0.638 0.349
H 2.845356 -2.401770 -1.423751 -0.364 0.192 0.120
H 3.752006 -3.864040 -1.093561 -1.158 0.486 0.833
C 4.970186 0.694740 -0.212661 -1.123 -0.929 0.637
O 4.629906 1.624450 0.468759 -1.616 1.204 2.132
N 5.998976 0.756060 -0.969401 4.608 1.028 -3.055
N 4.413336 -0.511590 -0.355591 -2.244 -1.754 1.041
H 6.526726 1.616150 -0.926541 -0.085 -0.221 -0.516
H 6.034006 0.136840 -1.766541 0.488 0.466 0.028
H 4.932986 -1.263740 -0.784941 -0.212 0.240 0.188
H 3.703076 -0.781530 0.309819 -0.083 -0.117 -0.248
C -2.641604 5.405030 0.525429 0.479 -0.395 2.877
O -3.033594 5.923920 1.542129 -1.065 2.073 1.789
N -1.684364 4.513350 0.574649 2.556 -0.970 -0.116
N -3.144884 5.620430 -0.645001 -1.989 0.808 -3.521
H -1.033844 4.573120 1.344939 -0.463 -0.494 -0.230
H -1.731514 3.755170 -0.090961 0.720 -0.149 0.377
H -2.814574 5.089290 -1.438021 -0.355 0.386 -0.027
H -3.994864 6.165970 -0.650601 0.175 -0.267 -0.433
C -3.440794 2.683550 -4.130381 -3.202 0.665 -4.803
O -4.205844 2.684630 -5.099441 0.201 0.285 -0.086
N -3.672664 2.134380 -3.027061 -2.441 -3.712 6.633
N -2.312344 3.287450 -4.066661 5.235 2.787 -1.869
H -4.611054 1.941390 -2.707251 0.308 -0.366 -0.375
H -2.873934 1.875610 -2.465661 -0.567 0.156 0.544
H -1.880564 3.453080 -4.964571 0.244 0.408 0.329
H -1.738854 3.287450 -3.235281 0.021 -0.012 -0.280
C 3.039986 -4.396780 2.643609 2.465 -1.114 1.988
O 3.999986 -4.871200 3.241269 0.459 -0.315 0.125
N 1.827206 -4.440150 3.114169 -2.577 0.488 0.717
N 3.163676 -3.833880 1.457089 0.807 0.194 -2.291
H 1.129026 -4.193200 2.427389 -0.846 -0.240 0.854
H 1.691546 -4.690450 4.083219 -0.155 -0.187 -0.569
H 3.990556 -4.213500 1.018619 -0.086 0.943 -0.315
H 2.551766 -3.097690 1.135079 -0.025 0.082 -0.509
O 0.342056 -5.156040 0.549159 -0.196 -0.318 0.275
H 1.164366 -4.674810 0.457189 0.348 0.248 -0.252
H 0.006026 -5.229920 -0.344061 -0.131 0.066 -0.232
O 0.646066 2.735370 -4.282481 -0.051 0.231 0.279
H 1.394266 2.606160 -4.865341 0.386 -0.047 -0.159
H -0.028104 2.147620 -4.623501 -0.202 -0.327 -0.083
O 2.990466 2.610330 -2.003461 0.264 0.326 0.015
H 3.183536 1.697050 -1.791611 -0.069 -0.314 0.067
H 2.070466 2.606080 -2.267681 -0.401 -0.031 -0.192
O -0.865614 0.494970 5.125559 -1.108 0.758 -0.339
H -0.834384 -0.449210 4.971359 0.070 -0.600 0.054
H 0.043426 0.782310 5.039929 0.898 -0.135 0.008
O 0.155246 -2.449900 4.599539 -0.420 0.392 0.236
H 0.428186 -3.352940 4.761579 -0.127 0.010 0.074
H 0.681336 -2.170990 3.850099 0.299 0.035 -0.192
O 3.088666 0.183340 -4.689941 0.076 0.607 -0.520
H 3.630306 -0.427070 -4.189691 -0.028 -0.611 0.172
H 2.495006 0.563540 -4.042451 -0.262 -0.111 0.360
O -0.234124 2.934840 3.440469 -0.137 0.320 0.004
H -0.148324 3.820740 3.792679 -0.130 0.339 0.079
H 0.651486 2.573840 3.480539 0.438 -0.389 0.008

107
Properties=species:S:1:pos:R:3:forces:R:3 method="wB97M-V/def2-TZVPD" lumo_ev=-1.033 e_homo_ev=-8.356 e_tot_ev=-86021.50272 e_above_lowest_ev=2.860
O 2.960389 -0.027472 -2.784534 1.015 -0.621 -0.494
H 3.374128 0.575947 -3.423927 -0.437 0.177 -0.216
H 3.661334 -0.376787 -2.210740 -0.216 -0.290 0.222
H 2.217066 0.415299 -2.282158 -1.664 1.419 0.696
C 1.249371 1.813612 -0.371868 -0.379 -1.382 -2.371
O 0.864877 0.526751 0.079579 1.474 -0.345 1.285
O 1.018991 1.729574 -1.740544 1.568 0.442 1.379
C 0.410733 2.925213 0.309649 0.243 1.214 -0.240
F 0.846289 3.257183 1.529877 -0.342 -1.414 1.124
F 0.495977 4.186436 -0.243583 -0.422 -1.083 -0.945
F -0.908644 2.583693 0.328508 0.696 0.382 0.265
C 1.122972 0.104369 1.461480 -3.551 0.525 0.742
C 0.907591 -1.406400 1.568284 1.396 0.752 -0.312
H 0.406424 -1.616053 2.510699 -0.102 -0.310 -0.177
H 0.431596 -1.810177 0.676633 -0.406 0.044 0.263
H 1.913950 -1.832433 1.601820 -0.124 -0.477 0.192
H 0.288984 0.617213 1.957913 -0.356 -0.461 0.273
H 1.867885 0.444685 2.188666 1.431 0.291 -1.436
H 2.296734 1.920692 -0.058612 0.170 0.669 -0.021
C 0.789537 1.954724 -5.522237 0.419 0.416 2.131
O 0.839711 0.734172 -5.426334 0.994 -0.295 -1.452
N 1.416515 2.773977 -6.403642 0.070 -1.166 -1.241
N 0.270769 2.647093 -4.485873 -0.798 0.176 0.838
H 1.387378 3.765009 -6.249700 0.262 -0.047 -0.128
H 2.064630 2.302134 -7.012483 -0.173 0.535 -0.394
H 0.386615 2.184926 -3.584530 -0.760 0.532 -0.204
H -0.154846 3.559768 -4.614211 0.393 -0.114 0.352
C -0.425955 5.771335 -3.508257 0.855 -0.323 -1.320
O -0.377068 5.348390 -4.656430 -0.687 0.905 -0.631
N -1.283659 6.710344 -3.029436 -0.528 -0.095 0.355
N 0.459602 5.340146 -2.608078 -0.062 0.331 0.960
H -1.877660 7.259448 -3.623945 -0.046 -0.248 -0.015
H -1.320538 6.791586 -2.029199 -0.229 0.613 -0.120
H 1.269887 4.826122 -2.903903 -0.263 -0.350 0.229
H 0.276246 5.597947 -1.657795 0.825 -0.261 0.112
C 2.216922 -3.674209 3.925555 -0.130 -0.190 -0.452
O 3.206595 -3.013507 4.223405 -0.602 -0.282 -0.272
N 2.182805 -4.637095 2.962971 0.451 -1.194 -1.214
N 0.973118 -3.530772 4.454425 0.138 0.942 1.080
H 1.359054 -5.199506 2.846951 -0.060 0.166 0.256
H 2.961871 -4.953316 2.402968 0.512 0.338 0.281
H 0.792195 -2.614810 4.860411 -0.293 -0.072 0.412
H 0.186309 -4.084450 4.172746 0.155 0.022 -0.225
C 5.255286 -4.080121 1.303827 0.497 -2.875 0.210
O 4.498092 -5.022948 1.053090 0.268 0.768 0.265
N 6.510635 -4.268825 1.808143 0.349 -0.358 0.044
N 4.998886 -2.813626 1.086607 -1.338 2.399 -0.715
H 6.846044 -5.212470 1.884213 -0.086 0.122 0.308
H 6.968525 -3.513336 2.283180 0.221 -0.245 0.057
H 4.175007 -2.595915 0.552767 0.103 0.074 0.209
H 5.662000 -2.092414 1.297853 -0.089 0.007 -0.101
C -4.193671 3.468867 -2.493743 -0.419 -1.400 -2.052
O -5.082617 2.703382 -2.846170 -0.104 0.585 1.021
N -3.039831 3.014342 -1.931984 0.059 -0.764 0.939
N -4.119349 4.765641 -2.855657 0.522 1.017 0.670
H -3.116636 2.080614 -1.561106 0.347 -0.021 -0.188
H -2.244378 3.572097 -1.678340 -0.117 0.003 0.042
H -4.847965 5.263166 -3.331227 0.060 -0.281 -0.137
H -3.185100 5.123842 -2.765048 -0.309 0.797 -0.378
C -1.229589 -1.329507 -2.710190 -0.378 1.083 1.619
O -1.880554 -2.193250 -3.285586 0.908 0.282 -0.472
N -0.523793 -0.293679 -3.192338 -0.107 0.120 -2.597
N -1.185510 -1.269260 -1.334256 -0.828 -1.644 0.931
H -0.068714 0.411074 -2.625836 -0.225 -0.315 0.320
H -0.542027 -0.136282 -4.192535 0.158 0.106 0.215
H -1.091284 -2.220065 -0.988157 -0.535 0.438 0.610
H -0.822558 -0.512397 -0.783216 0.572 0.067 -0.534
C -4.003362 -0.351298 2.103172 -1.057 -0.528 -1.901
O -4.527680 -1.357940 1.641803 0.457 0.264 1.332
N -2.786085 0.124813 1.686924 1.341 -0.762 -0.104
N -4.551648 0.526995 2.945123 -1.548 0.874 1.802
H -2.802787 1.027100 1.241619 0.299 -0.097 -0.176
H -2.290882 -0.647274 1.256629 0.156 0.635 -0.773
H -4.030604 1.325847 3.264228 0.310 -0.200 0.018
H -5.344780 0.289618 3.519633 -0.120 -0.145 -0.450
C -2.609652 3.674098 3.589743 -0.155 -0.828 0.643
O -1.974456 2.682101 3.923732 -0.469 0.071 -0.046
N -2.619219 4.101846 2.321625 0.698 0.232 -1.531
N -3.396225 4.362790 4.442883 -0.423 1.025 -0.235
H -3.093473 4.912646 1.965224 -0.108 -0.017 0.287
H -1.919160 3.693636 1.716223 -0.199 0.076 0.136
H -3.834396 3.932008 5.237569 0.282 -0.065 0.021
H -3.848219 5.145776 4.000242 -0.420 0.008 0.573
C -1.089494 -4.896489 -0.054741 0.919 1.080 -3.108
O -0.703807 -3.864066 -0.625752 -0.582 -0.400 0.946
N -0.198049 -5.705188 0.522129 -0.225 -1.181 1.424
N -2.308696 -5.429315 -0.274938 -1.186 -0.768 0.748
H -0.572548 -6.585416 0.835657 0.642 -0.097 0.205
H 0.722321 -5.400889 0.790637 -0.107 0.165 -0.123
H -2.650451 -6.189165 0.289371 0.195 0.014 0.025
H -2.951343 -5.166436 -1.002017 0.440 0.793 -0.012
C -0.433344 -0.275114 4.775186 2.842 -0.029 1.163
O 0.322973 -1.030742 5.406682 -0.510 -0.127 -0.202
N -1.591718 -0.647593 4.284389 -2.348 -0.593 -0.422
N -0.021438 0.987639 4.523911 -0.013 1.180 -0.435
H -2.144861 -0.048635 3.689235 0.319 0.044 -0.052
H -2.008865 -1.515696 4.576041 0.210 0.060 0.122
H -0.658176 1.741391 4.282422 0.194 -0.555 -0.160
H 0.950842 1.139870 4.324442 0.064 -0.213 0.577
C 2.754559 -4.234224 -2.053904 1.001 -0.308 -1.864
O 3.941743 -4.414540 -1.797915 -0.347 -0.036 0.120
N 2.165337 -4.772438 -3.152815 0.256 -0.893 -0.561
N 1.980047 -3.371437 -1.401099 -0.138 1.461 1.918
H 1.244066 -4.551493 -3.488323 0.020 0.072 0.187
H 2.770321 -5.352753 -3.708182 -0.202 0.044 -0.086
H 0.967618 -3.364629 -1.440399 0.050 -0.320 0.049
H 2.378021 -3.235091 -0.481149 -0.500 0.231 0.090